A cluster of 7 separate species, C17H24Cl4N4O8 in total in a non-equilibrium geometry, computed with wB97M-V/def2-TZVPD.

Atoms and positions in Å:
C: -2.431056 4.019524 3.733848
N: -2.827286 5.446524 3.740798
O: -2.607086 6.093484 4.778228
O: -3.408526 5.873444 2.743258
H: -2.967056 3.414494 4.465108
H: -1.433516 4.123744 4.160658
H: -2.413926 3.479744 2.787048
C: -1.402426 -2.041876 3.240408
N: -1.496396 -2.464446 4.675548
O: -1.542446 -3.691046 4.842058
O: -1.521926 -1.639176 5.588058
H: -1.143556 -0.991076 3.110418
H: -2.423806 -2.106296 2.865248
H: -0.779916 -2.702696 2.637168
C: -0.089316 0.050194 -5.853432
N: 1.065864 -0.215856 -4.937112
O: 2.001684 -0.889126 -5.495512
O: 1.071944 0.096864 -3.726262
H: -0.661126 -0.867326 -5.992332
H: 0.147394 0.531554 -6.802312
H: -0.704346 0.690264 -5.220862
C: -0.819286 5.740744 -1.368462
N: -0.036496 4.751154 -0.588812
O: 0.154764 4.974924 0.636178
O: 0.559034 3.902784 -1.249172
H: -1.646206 5.133504 -1.736642
H: -0.261246 6.031654 -2.258442
H: -1.077716 6.629124 -0.792192
Cl: 1.795894 2.189394 0.842808
C: 0.621844 0.831754 0.808008
Cl: 1.267424 -0.508516 1.799678
Cl: -0.909456 1.418944 1.544078
Cl: 0.450644 0.234914 -0.903092
C: 4.538244 -0.933356 0.574868
C: 4.341434 -2.319256 0.474098
C: 5.255904 -3.072116 -0.163652
C: 6.446034 -2.540936 -0.657842
C: 6.627074 -1.183566 -0.504332
C: 5.617894 -0.370726 0.020388
H: 3.868394 -0.257466 1.085618
H: 3.391204 -2.821566 0.579728
H: 4.889974 -4.056866 -0.414152
H: 7.133394 -3.213856 -1.148872
H: 7.448404 -0.767976 -1.069232
H: 5.744744 0.701444 -0.007382
C: -2.091956 -2.474826 -0.769202
C: -2.201936 -3.856786 -0.957692
C: -3.479726 -4.456396 -1.067962
C: -4.620156 -3.601906 -1.079152
C: -4.461736 -2.270286 -0.746922
C: -3.210766 -1.679646 -0.625212
H: -1.096286 -2.056446 -0.765942
H: -1.282186 -4.421796 -0.922762
H: -3.562876 -5.505146 -1.312142
H: -5.502566 -4.109926 -1.439242
H: -5.325556 -1.622716 -0.776322
H: -2.999326 -0.649166 -0.380672

Forces on atoms 1 to 3 (eV/Å):
1.491 -0.443 1.067
-1.615 0.932 0.127
-0.206 -1.140 -1.892

Computed properties:
gap between HOMO and LUMO: 8.7 eV
calculated total energy: -90434.518 eV
energy above the lowest of the compared OMol25 structures with the same formula, charge and spin: 50.8 kcal/mol
E_HOMO: -9.269 eV
largest force on an atom: 4.101 eV/A
SMILES string: C[N+](=O)[O-].C[N+](=O)[O-].C[N+](=O)[O-].C[N+](=O)[O-].ClC(Cl)(Cl)Cl.c1ccccc1.c1ccccc1

natural (NBO) atomic charge list, values in e, 4 entries: -0.494, 0.522, -0.374, -0.369

***

A cluster of 9 separate species, C22H63NO15 in total in a non-equilibrium geometry, computed with wB97M-V/def2-TZVPD.

Atoms and positions in Å:
C: 5.512000 -18.575000 23.043000
O: 4.984000 -17.604000 24.000000
C: 5.323000 -16.362000 23.538000
C: 6.675000 -16.010000 24.185000
N: 7.109000 -14.632000 23.903000
C: 7.954000 -14.086000 24.908000
C: 8.559000 -12.844000 24.491000
O: 9.349000 -12.193000 25.204000
C: 10.072000 -11.125000 24.661000
H: 5.243000 -19.627000 23.240000
H: 6.602000 -18.492000 22.932000
H: 5.048000 -18.289000 22.085000
H: 4.531000 -15.635000 23.858000
H: 5.368000 -16.290000 22.463000
H: 7.450000 -16.745000 23.854000
H: 6.584000 -16.104000 25.348000
H: 6.381000 -13.912000 23.889000
H: 8.738000 -14.694000 25.230000
H: 7.323000 -13.972000 25.789000
H: 7.723000 -12.231000 24.206000
H: 9.266000 -13.050000 23.657000
H: 10.303000 -10.572000 25.542000
H: 9.473000 -10.467000 23.932000
H: 11.037000 -11.475000 24.209000
O: 3.908000 -16.214000 28.960000
C: 3.798000 -17.442000 28.231000
C: 3.833000 -17.049000 26.847000
O: 3.282000 -18.086000 26.010000
H: 4.819000 -15.870000 28.891000
H: 4.658000 -18.008000 28.414000
H: 2.948000 -18.103000 28.488000
H: 4.855000 -16.870000 26.470000
H: 3.171000 -16.174000 26.631000
H: 3.584000 -17.878000 25.069000
O: 9.926000 -15.720000 28.201000
C: 10.351000 -14.448000 27.793000
C: 11.194000 -14.471000 26.599000
O: 11.599000 -13.129000 26.343000
H: 9.858000 -16.280000 27.419000
H: 9.467000 -13.864000 27.692000
H: 10.832000 -13.957000 28.652000
H: 10.752000 -15.056000 25.725000
H: 11.972000 -15.204000 26.937000
H: 10.945000 -12.504000 26.061000
O: 7.160000 -10.771000 28.495000
C: 8.502000 -10.933000 28.456000
C: 9.103000 -9.770000 28.981000
O: 8.833000 -9.809000 30.369000
H: 6.944000 -10.736000 29.420000
H: 8.807000 -11.873000 28.889000
H: 8.597000 -11.068000 27.342000
H: 8.754000 -8.881000 28.531000
H: 10.243000 -9.668000 28.797000
H: 8.997000 -8.884000 30.701000
O: 4.433000 -14.044000 26.077000
C: 3.653000 -12.912000 26.282000
C: 4.357000 -11.769000 26.766000
O: 5.417000 -11.687000 25.768000
H: 4.903000 -14.283000 26.850000
H: 3.242000 -12.627000 25.260000
H: 2.940000 -13.264000 27.032000
H: 4.573000 -11.876000 27.774000
H: 3.733000 -10.850000 26.709000
H: 6.018000 -10.953000 26.024000
O: 5.463000 -12.375000 30.151000
C: 5.450000 -13.716000 29.820000
C: 6.568000 -14.009000 29.005000
O: 6.711000 -15.333000 28.547000
H: 4.701000 -11.936000 29.858000
H: 5.383000 -14.403000 30.678000
H: 4.545000 -13.757000 29.265000
H: 7.542000 -13.823000 29.547000
H: 6.600000 -13.275000 28.127000
H: 7.578000 -15.592000 28.531000
C: 1.115000 -12.983000 29.193000
C: 1.962000 -12.592000 30.235000
O: 2.733000 -11.506000 29.725000
H: 0.713000 -12.172000 28.565000
H: 0.340000 -13.662000 29.590000
H: 1.556000 -13.747000 28.593000
H: 2.537000 -13.437000 30.613000
H: 1.454000 -12.233000 31.145000
H: 2.076000 -10.876000 29.492000
C: 7.559000 -18.560000 26.526000
C: 8.854000 -18.631000 25.933000
O: 9.449000 -17.319000 25.856000
H: 7.797000 -18.349000 27.567000
H: 7.030000 -19.519000 26.483000
H: 6.973000 -17.728000 26.312000
H: 8.890000 -19.047000 24.926000
H: 9.611000 -19.318000 26.322000
H: 10.307000 -17.237000 25.357000
C: 5.457000 -9.070000 31.487000
C: 4.451000 -8.409000 30.655000
O: 4.580000 -8.871000 29.328000
H: 5.388000 -10.105000 31.471000
H: 5.558000 -8.651000 32.455000
H: 6.442000 -8.956000 31.059000
H: 4.270000 -7.352000 30.766000
H: 3.558000 -8.884000 30.799000
H: 4.215000 -9.783000 29.279000

Forces on atoms 1 to 3 (eV/Å):
-0.712 0.243 -0.314
0.146 -2.985 -1.071
0.387 2.776 1.293

Computed properties:
gap between HOMO and LUMO: 9.0 eV
calculated total energy: -56027.593 eV
energy above the lowest of the compared OMol25 structures with the same formula, charge and spin: 61.4 kcal/mol
E_HOMO: -8.507 eV
largest force on an atom: 9.636 eV/A
SMILES string: COCCNCCOC.OCCO.OCCO.OCCO.OCCO.OCCO.CCO.CCO.CCO

Löwdin atomic charge list, values in e, 4 entries: -0.043, -0.232, -0.249, -0.171

***

Which of these has the lowest energy above the lowest of the compared OMol25 structures with the same formula, charge and spin?
C17H24Cl4N4O8